(1)
Computed, not measured: a cluster of 4 separate species, C31H42F5NO6S2 in total at a distorted geometry, with ωB97M-V/def2-TZVPD.

Properties
calculated total energy	-3008.2915	hartree
SMILES string	COCCCc1ccc(C)c2c1Sc1cccc(S(=O)(=O)F)c1N2C(F)(F)C(F)F.C1CCOC1.C1CCOC1.C1CCOC1
E_LUMO	0.05	eV

Positions of all 87 atoms, in Å:
C 3.8972 -3.1605 1.6283
O 4.4454 -1.9925 2.2232
C 3.4562 -1.0084 2.4358
C 4.0028 0.1585 3.2210
C 2.8727 1.1217 3.6446
C 2.2229 1.8435 2.4804
C 2.8375 3.0066 2.0228
C 2.3237 3.7215 0.9546
C 1.1878 3.2681 0.3004
C 0.6577 4.0481 -0.8737
C 0.5537 2.1000 0.7358
C 1.0640 1.4100 1.8343
S 0.2257 -0.0328 2.4282
C -1.4155 0.2987 1.8993
C -2.4610 -0.2748 2.6215
C -3.7755 -0.0621 2.2509
C -4.0548 0.7668 1.1698
C -3.0065 1.3446 0.4711
S -3.5216 2.4412 -0.8350
O -4.9286 2.6264 -0.7266
O -2.7133 3.6102 -0.8482
F -3.2499 1.6167 -2.1216
C -1.6551 1.1013 0.7972
N -0.6194 1.6730 -0.0074
C -0.2454 0.8590 -1.1651
F -0.5146 1.5526 -2.2952
F 1.0706 0.6070 -1.1980
C -0.9597 -0.4988 -1.3312
F -0.5355 -1.3709 -0.4102
F -0.5837 -0.9777 -2.5424
H 4.5110 -3.5135 0.8081
H 3.7612 -3.9222 2.3963
H 2.9048 -2.9681 1.2159
H 2.6341 -1.4522 3.0100
H 3.0356 -0.6727 1.4838
H 4.6677 0.7210 2.5679
H 4.4995 -0.1730 4.1265
H 2.1131 0.6025 4.2273
H 3.3096 1.8937 4.2714
H 3.7351 3.3386 2.5217
H 2.8136 4.6299 0.6434
H 1.1101 5.0353 -0.8896
H 0.9032 3.5696 -1.8147
H -0.4133 4.1863 -0.7817
H -2.2707 -0.9015 3.4790
H -4.5967 -0.5077 2.7859
H -5.0785 0.9626 0.9080
H -2.0415 -0.4340 -1.3502
C -7.1215 3.5691 4.7826
C -6.9494 4.4380 3.5394
C -5.5878 3.9862 3.0316
O -5.4547 2.6102 3.4072
C -6.4854 2.2611 4.3341
H -8.1574 3.4486 5.0956
H -6.5601 3.9946 5.6174
H -7.7233 4.1993 2.8066
H -6.9902 5.5069 3.7410
H -4.7788 4.5532 3.5038
H -5.4857 4.0733 1.9493
H -7.2143 1.6237 3.8202
H -6.0504 1.6944 5.1587
C -1.9443 0.0263 -5.9376
C -0.4605 -0.3197 -5.9978
C -0.3069 -0.7798 -7.4405
O -1.2675 -0.0449 -8.2031
C -2.1778 0.6171 -7.3216
H -2.2026 0.7152 -5.1343
H -2.5355 -0.8838 -5.8104
H 0.1383 0.5770 -5.8226
H -0.1563 -1.0764 -5.2769
H -0.5287 -1.8480 -7.5420
H 0.6897 -0.5944 -7.8427
H -1.9561 1.6898 -7.3361
H -3.1968 0.4700 -7.6812
C 5.5302 -7.4652 -0.9722
C 6.7197 -6.8099 -1.6669
C 6.4801 -5.3373 -1.3650
O 5.8173 -5.2858 -0.0978
C 5.3830 -6.5978 0.2700
H 5.6826 -8.5171 -0.7363
H 4.6391 -7.3815 -1.5984
H 7.6520 -7.1425 -1.2050
H 6.7759 -7.0181 -2.7341
H 5.8281 -4.8785 -2.1160
H 7.4031 -4.7598 -1.3095
H 6.0212 -6.9581 1.0839
H 4.3555 -6.5469 0.6329

***

(2)
Computed, not measured: a structure of composition C31H42F6N5O4PTl at a distorted geometry, with ωB97M-V/def2-TZVPD.

Properties
charge	+2
calculated total energy	-2893.7749	hartree
multiplicity	2
E_LUMO (spin up / spin down)	-8.80 / -8.73	eV
⟨S²⟩	0.77

Positions of all 90 atoms, in Å:
Tl -0.9783 0.9238 -0.3910
C 1.7455 -6.0475 2.1751
O 2.9459 -6.5038 1.5802
C 3.5142 -5.9461 0.4930
C 4.6298 -6.6510 0.0242
C 5.3546 -6.2148 -1.0604
C 4.9775 -5.0566 -1.7388
C 3.8749 -4.3580 -1.3017
C 3.1492 -4.7760 -0.1814
N 2.0064 -3.9969 0.1966
C 1.9735 -2.6694 0.3498
N 3.1898 -2.0082 0.3752
C 3.3745 -0.7148 0.0204
C 2.4195 0.1660 -0.4608
C 2.7189 1.4091 -0.8938
C 4.0691 1.8695 -0.8162
C 5.0593 1.0777 -0.3130
C 4.7415 -0.2215 0.1136
O 5.5938 -1.1038 0.5770
C 7.0125 -0.8075 0.6061
N 0.9276 -1.9605 0.6320
C -0.3487 -2.3430 0.4595
C -0.8117 -3.0124 -0.7067
C -2.0842 -3.4810 -0.7808
C -2.9776 -3.3137 0.3144
C -2.6030 -2.6244 1.4233
C -1.3065 -2.0630 1.5103
O -1.0662 -1.3830 2.6028
C 0.0888 -0.5581 2.8813
H 1.5921 -6.6870 3.0404
H 0.8918 -6.1824 1.5033
H 1.8224 -5.0125 2.5169
H 4.8978 -7.5543 0.5532
H 6.2087 -6.7870 -1.3926
H 5.5171 -4.7277 -2.6140
H 3.5266 -3.4948 -1.8554
H 1.1385 -4.4779 0.3855
H 4.0162 -2.5625 0.5712
H 1.9545 2.1023 -1.2164
H 4.2792 2.8876 -1.1105
H 6.0692 1.4474 -0.2187
H 7.4795 -1.7177 0.9642
H 7.1923 0.0137 1.2970
H 7.3457 -0.5663 -0.4015
H -0.1173 -3.1392 -1.5271
H -2.4255 -3.9891 -1.6716
H -3.9752 -3.7240 0.2496
H -3.2726 -2.4630 2.2558
H -0.2455 0.1035 3.6737
H 0.3946 0.0044 2.0010
H 0.9032 -1.1920 3.2267
C -2.6633 6.8776 -0.5593
C -3.7252 5.9253 -1.0942
N -3.7085 4.6109 -0.4444
C -4.4766 4.4773 0.7938
C -3.6586 4.7067 2.0589
C -2.9460 3.6004 -0.8821
C -2.1804 3.7961 -2.1587
N -2.8342 2.4478 -0.2793
H -2.5393 7.7201 -1.2379
H -1.7014 6.3761 -0.4529
H -2.9383 7.2770 0.4149
H -3.6223 5.7966 -2.1688
H -4.7221 6.3368 -0.9342
H -4.9474 3.4896 0.8042
H -5.2934 5.1959 0.7337
H -2.7549 4.0982 2.0683
H -4.2537 4.4601 2.9370
H -3.3536 5.7472 2.1444
H -2.8358 4.0781 -2.9813
H -1.6753 2.8700 -2.4285
H -1.4261 4.5720 -2.0364
H -3.3039 2.4397 0.6211
F 0.3083 3.2073 -0.5131
P 0.7054 3.6646 1.0663
F 1.0766 4.0365 2.5563
F 2.1275 4.1423 0.4992
F -0.7360 3.0457 1.5199
F 1.3192 2.1484 1.2649
F 0.0360 5.0775 0.7821
C -4.6505 0.8604 -2.6619
C -4.4029 -0.3020 -1.7503
C -5.5647 -1.2183 -1.4717
O -3.3094 -0.5206 -1.2589
H -5.1412 0.5181 -3.5737
H -3.7267 1.3795 -2.8942
H -5.3437 1.5482 -2.1715
H -6.5189 -0.7751 -1.7451
H -5.5711 -1.4994 -0.4205
H -5.4319 -2.1249 -2.0672

***

(3)
Computed, not measured: a structure of composition C31H42N4O2ReS2SeSi2 at a distorted geometry, with ωB97M-V/def2-TZVPD.

Properties
calculated total energy	-5431.1598	hartree
multiplicity	2
E_LUMO (spin up / spin down)	-0.96 / -1.08	eV
⟨S²⟩	0.87

Positions of all 85 atoms, in Å:
Re -0.1116 -0.2392 0.2540
C -2.9885 3.9010 -0.0541
Si -2.3432 2.1075 -0.1131
C -3.6116 1.0750 0.8845
C -2.2697 1.5797 -1.9518
N -0.7143 1.7572 0.4743
C 0.0715 2.4953 1.3121
C -0.1317 3.8332 1.6608
C 0.7401 4.4804 2.5121
C 1.8442 3.8171 3.0355
C 2.0861 2.5035 2.6973
C 1.2196 1.8212 1.8393
N 1.3894 0.5438 1.4215
Si 2.4710 -0.6248 2.1511
C 2.3410 -0.7119 4.0551
C 4.2472 -0.3327 1.5148
C 1.8916 -2.3415 1.5276
H -3.9469 3.9233 -0.5629
H -2.3363 4.6017 -0.5625
H -3.1565 4.2514 0.9587
H -4.6260 1.3581 0.6233
H -3.4930 1.2156 1.9557
H -3.5132 0.0136 0.6792
H -3.2646 1.5034 -2.3762
H -1.7821 0.6113 -2.0631
H -1.7080 2.2954 -2.5441
H -0.9673 4.3697 1.2520
H 0.5653 5.5146 2.7691
H 2.5149 4.3346 3.7042
H 2.9575 1.9943 3.0750
H 2.6304 0.2099 4.5467
H 2.9874 -1.5009 4.4281
H 1.3266 -0.9411 4.3704
H 4.6798 0.5818 1.9062
H 4.2583 -0.2661 0.4302
H 4.8945 -1.1534 1.8047
H 0.9023 -2.5973 1.9064
H 2.5696 -3.1142 1.8767
H 1.8781 -2.4027 0.4383
O -2.0025 -0.3595 4.5207
C -2.6792 -1.5050 4.3306
C -3.4277 -2.0151 5.3917
C -4.1375 -3.1877 5.2501
C -4.1242 -3.8800 4.0447
C -3.3999 -3.3857 2.9832
C -2.6716 -2.2013 3.1111
C -1.9345 -1.6723 1.9598
O -1.1515 -0.6654 2.0877
N -2.1466 -2.2715 0.8183
N -1.5145 -1.7639 -0.2902
C -1.6579 -2.6561 -1.2265
S -2.4233 -4.1233 -0.6601
C -2.3537 -4.9617 -2.2941
C -1.2347 -4.3611 -3.1110
S -1.2795 -2.5391 -2.9054
H -1.5185 -0.1528 3.6886
H -3.4255 -1.4639 6.3188
H -4.7100 -3.5662 6.0844
H -4.6790 -4.7998 3.9426
H -3.3792 -3.9017 2.0358
H -3.3187 -4.8242 -2.7832
H -2.1888 -6.0192 -2.0949
H -1.3410 -4.5733 -4.1723
H -0.2514 -4.6924 -2.7730
C 3.8382 2.7611 -6.2007
C 3.1660 1.9646 -5.1240
C 2.8254 0.6365 -5.3326
C 2.2204 -0.1270 -4.3492
C 1.8541 -1.5463 -4.6564
C 1.9453 0.4594 -3.1032
Se 1.2110 -0.7186 -1.7487
C 2.2623 1.7994 -2.8716
C 1.9918 2.4694 -1.5613
C 2.8675 2.5254 -3.8910
H 3.8617 2.2099 -7.1370
H 4.8633 2.9941 -5.9167
H 3.3180 3.7025 -6.3588
H 3.0487 0.1757 -6.2848
H 2.2861 -1.8542 -5.6049
H 0.7702 -1.6418 -4.7149
H 2.2068 -2.2104 -3.8688
H 1.2614 1.9111 -0.9790
H 1.6109 3.4765 -1.7125
H 2.9066 2.5311 -0.9730
H 3.1332 3.5565 -3.7057